# 1
2 unconnected molecules or ions with the total composition C21H35Br2F6NO2PSi in a non-equilibrium geometry, computed with ωB97M-V/def2-TZVPD.

```
! wB97M-V def2-TZVPD RIJCOSX def2/J DEFGRID3
* xyz -1 1
C 4.516 1.448 1.801
C 3.345 2.228 1.165
C 2.008 1.913 1.877
C 1.222 0.772 1.198
Si 0.133 1.282 -0.281
C -1.455 0.287 -0.174
C -2.213 0.392 1.180
C -2.893 -0.921 1.563
C -1.921 -2.063 1.916
N -1.882 -2.295 3.381
C -2.669 -3.459 3.793
C -0.513 -2.393 3.825
C 0.064 -1.094 4.335
O 0.127 -3.437 3.795
C 1.137 0.765 -1.834
O 0.346 0.165 -2.864
C 0.281 -1.196 -2.786
C -0.961 -1.757 -2.823
C -1.136 -3.097 -2.721
C -0.055 -3.920 -2.579
C 1.189 -3.389 -2.581
C 1.351 -2.040 -2.688
C -0.143 3.168 -0.395
Br -0.450 3.660 -2.267
C -1.318 3.694 0.495
C -0.843 4.272 1.823
Br -2.214 5.213 -0.413
H 4.280 1.082 2.796
H 5.377 2.112 1.868
H 4.822 0.600 1.191
H 3.519 3.295 1.282
H 3.261 1.969 0.110
H 2.204 1.612 2.906
H 1.424 2.831 1.904
H 1.931 0.035 0.812
H 0.629 0.244 1.944
H -1.132 -0.754 -0.254
H -2.131 0.443 -1.012
H -1.575 0.770 1.980
H -3.021 1.105 1.006
H -3.510 -0.714 2.438
H -3.584 -1.212 0.771
H -2.278 -2.960 1.411
H -0.917 -1.868 1.535
H -2.221 -3.908 4.677
H -3.678 -3.145 4.061
H -2.708 -4.249 3.039
H -0.114 -1.024 5.405
H 1.119 -1.030 4.082
H -0.449 -0.274 3.837
H 1.971 0.140 -1.508
H 1.587 1.652 -2.283
H -1.801 -1.086 -2.921
H -2.148 -3.472 -2.761
H -0.216 -4.985 -2.472
H 2.053 -4.029 -2.479
H 2.344 -1.609 -2.702
H 0.754 3.713 -0.108
H -2.112 2.973 0.644
H -1.667 4.803 2.288
H -0.074 5.010 1.597
H -0.431 3.515 2.488
F 0.987 1.096 -5.311
P 0.492 0.035 -6.471
F 0.214 -1.575 -6.208
F -0.068 1.375 -7.257
F -0.972 0.067 -5.697
F 2.093 -0.362 -6.318
F 0.693 -0.414 -8.048
*
```

Values from the calculation:
E_HOMO	-5.95	eV
orbital gap	7.99	eV

Here are the Löwdin charges for atoms 1 to 4, given in e: number 1, C, carries -0.101; number 2, C, carries -0.240; number 3, C, carries -0.260; number 4, C, carries -0.216

# 2
A molecular structure, C23H25N4O4S4Tc in a non-equilibrium geometry, computed with ωB97M-V/def2-TZVPD.

```
! wB97M-V def2-TZVPD RIJCOSX def2/J DEFGRID3
* xyz 1 2
Tc -1.064 -0.900 0.893
O -2.081 0.402 7.531
C -1.956 0.221 6.364
S -2.786 -1.085 5.471
C -2.118 -0.706 3.911
C -1.234 0.371 3.836
S -0.562 0.895 2.383
S -0.904 1.220 5.318
S -2.584 -1.593 2.547
N -0.416 -4.654 -0.846
C -1.434 -4.413 -1.737
C -1.970 -3.215 -1.385
N -1.296 -2.717 -0.297
C -0.367 -3.614 0.006
C 0.517 -3.336 1.111
N 0.373 -2.179 1.732
C 1.293 -2.143 2.747
C 1.997 -3.306 2.736
N 1.496 -4.053 1.692
H 0.182 -5.463 -0.849
H -1.682 -5.106 -2.521
H -2.792 -2.695 -1.840
H 1.390 -1.291 3.396
H 2.799 -3.664 3.356
H 1.816 -4.969 1.429
C 5.041 3.870 -1.742
C 3.871 2.934 -1.626
C 2.586 3.425 -1.427
C 1.487 2.578 -1.359
C 0.102 3.138 -1.175
C 1.695 1.206 -1.477
C 2.973 0.680 -1.660
C 3.183 -0.806 -1.777
C 4.045 1.558 -1.739
C 0.510 0.289 -1.417
O -0.308 0.199 -2.309
O 0.418 -0.384 -0.283
H 4.926 4.734 -1.087
H 5.130 4.243 -2.765
H 5.976 3.371 -1.490
H 2.435 4.494 -1.323
H 0.141 4.134 -0.737
H -0.502 2.504 -0.522
H -0.418 3.207 -2.134
H 2.844 -1.319 -0.874
H 4.236 -1.039 -1.929
H 2.621 -1.215 -2.621
H 5.043 1.160 -1.886
C -3.543 1.286 -1.973
C -4.038 2.014 -0.719
C -3.118 1.498 0.383
O -2.476 0.303 -0.159
C -3.116 -0.049 -1.414
H -2.678 1.785 -2.409
H -4.314 1.188 -2.735
H -5.075 1.755 -0.509
H -3.974 3.096 -0.812
H -3.646 1.206 1.292
H -2.327 2.199 0.635
H -3.976 -0.689 -1.189
H -2.368 -0.557 -2.014
*
```

Values from the calculation:
⟨S²⟩	0.83
E_HOMO (spin up / spin down)	-10.49 / -10.53	eV
orbital gap (spin up / spin down)	5.55 / 5.64	eV

Here are the Löwdin charges for atoms 1 to 4, given in e: number 1, Tc, carries 1.080; number 2, O, carries 0.002; number 3, C, carries -0.972; number 4, S, carries 0.998